Entry 1:
This record from OMol25 describes a 2-piece molecular cluster, C5H8OS overall. The level of theory is ωB97M-V with the def2-TZVPD basis set.

```
15
C5H8OS ωB97M-V with the def2-TZVPD basis set
S -3.6173 0.5928 0.0195
O 2.1154 0.2245 0.9489
C -0.8209 -0.2916 0.3597
C -2.2996 -0.6679 0.2993
C 1.5614 -0.3616 -0.2149
C 0.2310 -0.6040 -0.4023
C 2.5353 0.9462 -0.2752
H 2.2626 2.2243 -0.5369
H -0.3533 0.2279 1.3558
H 0.0894 -1.4884 -1.0559
H 2.1181 -1.2703 -0.6915
H -2.4439 -1.1420 1.3658
H -2.2776 2.0254 -0.2309
H -2.7175 -1.2443 -0.6457
H 3.6169 0.8292 -0.2955
```

The value obtained for the HOMO energy is -0.3319 Eh. The HOMO-LUMO gap comes out at 8.253 eV.

Entry 2:
This record from OMol25 describes a 2-piece molecular cluster, BrClH2O2Si overall. The level of theory is ωB97M-V with the def2-TZVPD basis set.

```
7
BrClH2O2Si ωB97M-V with the def2-TZVPD basis set
Br 3.0201 -0.4116 -0.0980
Cl -0.7243 2.3438 0.1598
Si -0.3797 0.4307 -0.0320
O -0.9264 -0.1726 -1.4039
O -0.5312 -0.5209 1.2390
H 0.1504 -0.6635 1.8969
H -0.6089 -1.0059 -1.7618
```

The value obtained for the HOMO energy is -0.3204 Eh. The HOMO-LUMO gap comes out at 7.155 eV.

Entry 3:
This record from OMol25 describes C32H31CaN5O4Si as an isolated structure. The level of theory is ωB97M-V with the def2-TZVPD basis set.

```
74
C32H31CaN5O4Si ωB97M-V with the def2-TZVPD basis set
Ca 1.4819 -0.9013 -0.7142
Si 1.6521 2.8121 0.1594
O 0.1527 -0.4505 1.5289
O -1.0492 2.1081 -3.1941
O -0.9267 -1.8067 -0.9670
O 2.1607 -1.4086 1.4690
N -0.5698 0.0831 -2.1814
N -2.7608 0.7299 -2.4729
N 2.3175 1.3274 -0.3271
N 3.7571 -0.0134 -1.4302
N 1.9190 -4.0169 -2.6071
C -4.9121 0.6452 1.9409
C -2.8639 -0.4528 -1.6309
C -0.1246 2.6959 0.8383
C 0.0561 -0.6891 4.3623
C 3.5124 1.1736 -0.8036
C -1.3915 1.0856 -2.6392
C 1.1825 -0.9468 2.0891
C -1.3360 -0.8292 -1.5572
C 1.8591 -3.1230 -1.8707
C 4.9256 -0.3172 -1.9612
C -4.0734 -4.0016 -2.2004
C -4.8256 -2.6284 -4.0686
C 2.6159 3.6008 1.6217
C -3.5422 0.4956 1.9521
C 5.9849 0.6057 -2.0155
C 1.1939 -0.9722 3.6128
C -4.1809 -1.5402 -3.4961
C 0.0645 -0.8245 5.7579
C 2.4122 -1.4367 5.6578
C 4.6125 2.1036 -0.7962
C 2.3624 -1.3495 4.2829
C -3.5749 -0.1504 -0.3906
C -4.9576 -0.0920 -0.3662
C -4.7122 -3.8950 -3.4393
C -3.5324 -2.8419 -1.5981
C -2.8326 0.1127 0.8213
C -3.5685 -1.6207 -2.2553
C 5.8063 1.8359 -1.4062
C 5.0040 -1.6869 -2.5784
C -5.6094 0.3092 0.8014
C 1.6578 3.9717 -1.3643
C 1.2487 -1.2032 6.4173
H 4.6350 -2.4086 -1.7977
H -3.9422 -4.9814 -1.7611
H 2.6436 4.2310 -1.7168
H -5.5525 -0.3394 -1.2716
H -3.3878 1.4770 -2.2882
H 6.0063 -1.9398 -2.8627
H -0.8396 -0.6028 6.3202
H -0.3275 1.8011 1.4682
H -3.0289 -2.9739 -0.6461
H 1.0638 4.8722 -1.1962
H 3.2073 -1.6516 3.6616
H -5.0396 -4.7693 -3.9610
H 4.3001 -1.7199 -3.4499
H 1.9357 4.3810 2.0011
H 3.2927 -1.7509 6.1706
H -5.4950 0.9818 2.8064
H -6.6744 0.4921 0.7620
H 1.2281 3.4704 -2.2485
H -5.3489 -2.5366 -5.0282
H -1.7618 0.0484 0.8011
H -4.1550 -0.6238 -3.9918
H 6.9152 0.3998 -2.5286
H 3.6120 4.0312 1.4040
H 1.2645 -1.3800 7.4749
H -0.3011 3.5310 1.4990
H -2.9509 0.7406 2.8340
H -0.8619 -0.4278 3.8791
H 6.6194 2.5086 -1.4851
H -0.8435 2.7792 0.0134
H 4.4397 3.0197 -0.2448
H 2.7517 2.8436 2.4014
```

As for the total charge: -2. The value obtained for the HOMO energy is -0.0736 Eh. The HOMO-LUMO gap comes out at 6.386 eV.

Entry 4:
This record from OMol25 describes C35H46As3CrN2OPSe as an isolated structure. The level of theory is ωB97M-V with the def2-TZVPD basis set.

```
90
C35H46As3CrN2OPSe ωB97M-V with the def2-TZVPD basis set
Se -0.4743 2.0168 -1.2615
As 1.5608 1.6785 6.3445
As -1.2341 1.9767 2.1223
As 1.4156 -0.1436 1.7895
Cr -0.0616 -0.1885 -0.2377
P 1.8885 -1.3200 -2.0781
O -1.6230 -3.9162 1.3509
N 2.5483 5.5828 -0.6876
N -0.6422 -1.9361 0.4828
C 1.9834 5.3006 -1.8618
C 0.8443 -0.5594 3.6167
C 3.6625 -3.4002 -2.5929
C 2.3163 -2.8081 -4.4834
C -0.4834 0.5143 -4.9357
C 2.1938 4.8044 0.3362
C -2.6318 1.3457 0.9022
C -1.7574 0.1672 -4.4966
C 4.3254 -0.2052 -1.3822
C 3.7865 2.3693 -2.2360
C -0.2153 0.2707 4.3310
C -1.4247 0.4794 3.4050
C 0.7454 3.4420 -0.9968
C 2.8480 1.3627 -2.4293
C 1.0904 4.2591 -2.0686
C 0.3593 1.6276 4.7747
C 0.5102 -0.7423 -3.1339
C -0.6766 -0.5452 5.5493
C 3.2917 1.6556 5.4197
C 2.6848 -2.5793 -3.1611
C -2.3386 3.3094 3.0354
C -0.7740 -1.1232 -2.7268
C 3.9516 -4.5671 -4.6720
C 5.0007 2.0895 -1.6295
C 5.2673 0.7961 -1.1990
C -1.1380 -2.9311 0.9127
C 2.5219 -1.7409 1.6214
C 2.8333 1.1632 2.0140
C 3.1079 0.0574 -2.0172
C 1.4714 3.6279 6.5267
C 0.6398 0.0569 -4.2680
C 1.3060 3.7453 0.2364
C -1.9016 -0.6711 -3.4064
C 2.9507 -3.7906 -5.2336
C 4.3022 -4.3745 -3.3430
H 3.9158 -3.2980 -1.5449
H 1.5294 -2.2253 -4.9427
H 1.4904 4.1101 5.5479
H 3.5125 0.6572 5.0411
H 4.5503 -1.1991 -1.0171
H 1.8996 -2.6110 1.8210
H 2.4346 2.1253 2.3208
H 4.4446 -5.3299 -5.2606
H -1.2431 -1.4182 5.2179
H 2.6534 -3.9489 -6.2624
H -1.7673 3.8139 3.8129
H 0.1609 -0.8915 6.1575
H 1.6242 0.3277 -4.6296
H 0.4965 -1.5912 3.5176
H -1.5893 -0.4243 2.8098
H -0.8965 -1.8396 -1.9170
H 6.2037 0.5664 -0.7064
H -3.2229 2.8439 3.4717
H -2.8861 -0.9771 -3.0767
H -2.7906 2.0898 0.1233
H 0.8748 2.1178 3.9434
H -3.5616 1.1667 1.4448
H 2.6405 5.0477 1.2955
H -2.3304 0.6448 3.9953
H 3.5519 3.3790 -2.5487
H -2.6477 4.0538 2.3019
H 1.8873 1.6201 -2.8555
H -0.4667 2.2845 5.0624
H 3.5363 0.8076 2.7672
H 3.3446 -1.6932 2.3344
H 1.7654 -0.5896 4.2073
H 2.3252 3.9717 7.1099
H 1.0392 3.1662 1.1057
H 5.7290 2.8761 -1.4806
H 2.9099 -1.8230 0.6080
H 3.3099 2.3697 4.5943
H 5.0610 -4.9946 -2.8836
H 4.0650 1.9219 6.1401
H 3.3435 1.2797 1.0558
H -2.6305 0.5453 -5.0116
H 0.6735 4.0776 -3.0512
H -1.3236 0.0576 6.1912
H 2.2668 5.9412 -2.6909
H 0.5587 3.9098 7.0501
H -2.3235 0.4108 0.4310
H -0.3667 1.1499 -5.8044
```

The expectation value of S² is 6.032. The value obtained for the HOMO energy (spin up / spin down) is -0.2706 / -0.2774 Eh. The spin multiplicity is 5. The HOMO-LUMO gap (spin up / spin down) comes out at 7.207 / 7.808 eV.

Entry 5:
This record from OMol25 describes the molecule C4H7NO2. The level of theory is ωB97M-V with the def2-TZVPD basis set.

```
14
C4H7NO2 ωB97M-V with the def2-TZVPD basis set
O -0.6758 -1.6476 1.1416
O 0.0162 -1.7965 -1.6983
N 0.3980 -0.4190 -1.7115
C 0.2735 1.4927 0.1446
C -0.2545 -0.4333 0.7372
C -0.2038 0.8620 1.4974
C 0.1934 0.0902 -0.4074
H 0.5363 0.9005 2.3041
H -0.4421 2.2023 -0.2865
H -0.6659 -1.8332 -2.3827
H 1.2647 1.9601 0.1790
H -1.1615 1.2438 1.8667
H -0.6010 -2.2160 0.3572
H 1.3944 -0.4450 -1.9240
```

The value obtained for the HOMO energy is -0.2899 Eh. Its SMILES is ONC1=C(O)CC1. The HOMO-LUMO gap comes out at 8.687 eV.

Entry 6:
This record from OMol25 describes C24H28Br24F3N3O as an isolated structure. The level of theory is ωB97M-V with the def2-TZVPD basis set.

```
83
C24H28Br24F3N3O ωB97M-V with the def2-TZVPD basis set
Br -1.4173 4.3476 4.0079
Br -4.0963 5.9765 3.4845
Br -8.8593 2.1110 -5.3222
Br -7.3732 -0.9037 -2.4104
Br 0.8225 -3.7450 0.5545
Br -9.9149 2.6047 -2.3621
Br 7.6183 -5.8909 -0.8087
Br 3.4969 -2.1996 1.3173
Br 0.9354 12.7646 5.2930
Br 4.5450 -10.3566 -3.2138
Br -6.8810 3.2449 -3.1026
Br -4.3481 -0.2629 -3.1525
Br -6.3241 -1.3979 -5.3725
Br -1.3972 7.5289 4.1416
Br 3.5629 -5.3262 0.9175
Br -3.6048 -3.7363 -3.1796
Br 3.3454 -8.9837 -0.6092
Br -1.7356 11.0759 4.9413
Br -3.6789 -6.8911 -3.6147
Br 5.1415 -6.0105 -2.7921
Br 7.5030 -3.9461 -3.3306
Br 2.0152 -8.4433 -3.4615
Br -5.3915 -4.9781 -5.4928
Br 0.9095 10.2157 3.3903
F -2.1566 -2.5691 -0.1744
F -1.4342 -0.7742 0.8412
F -1.7762 -0.7505 -1.3072
O -3.6887 0.6200 0.1670
N 6.2545 0.3571 0.1833
N 4.8920 0.6725 0.3274
N -1.8290 2.2466 1.2424
C -3.2678 2.5240 1.4497
C 6.7061 -0.8123 0.9704
C 2.2621 1.3787 0.6531
C -2.4310 5.9502 4.4404
C 0.8294 1.7156 0.8349
C -3.6904 -0.7913 0.0992
C 4.5746 1.6402 1.2048
C -2.2643 -1.2352 -0.1426
C -8.7064 3.1814 -3.7361
C 2.4931 -3.8569 1.4919
C 0.0295 2.1520 -0.2133
C -1.0811 1.8265 2.2740
C -4.0014 1.1923 1.4186
C -6.1657 -0.3279 -3.7918
C 3.9420 0.0608 -0.4003
C 2.9592 -9.7052 -2.3539
C 2.6182 0.4123 -0.2774
C 7.0236 -5.6736 -2.6262
C -1.3018 2.3958 0.0252
C -4.6656 -5.2486 -3.7387
C 0.2506 1.5501 2.0917
C 3.2684 2.0071 1.3984
C 6.9484 -2.0759 0.1342
C 0.1865 11.0287 4.9858
H 1.8528 -0.0759 -0.8635
H -5.4969 -5.3204 -3.0528
H 6.4457 0.2494 -0.8060
H 2.2670 -3.9854 2.5410
H -5.0749 1.3540 1.5356
H -6.4423 0.6829 -4.0556
H 7.5386 -6.4138 -3.2216
H 5.3769 2.1143 1.7488
H 7.6518 -0.5274 1.4270
H 0.4736 10.4014 5.8170
H 4.2471 -0.6807 -1.1238
H 6.0113 -1.0363 1.7778
H 3.0043 2.7844 2.1010
H -1.9415 2.7066 -0.7876
H -3.3684 2.9672 2.4389
H 6.8436 -2.9467 0.7789
H 0.4329 2.2707 -1.2089
H -4.0967 -1.2819 0.9833
H -4.2879 -1.0903 -0.7666
H -2.6626 5.8935 5.4947
H 2.3018 -10.5493 -2.2055
H -3.6268 3.2089 0.6888
H 6.2743 -2.1652 -0.7172
H -3.6415 0.5780 2.2504
H -8.9794 4.1927 -4.0001
H -1.5544 1.6854 3.2338
H 7.9738 -2.0874 -0.2318
H 0.8262 1.1822 2.9294
```

As for the total charge: +2. The value obtained for the HOMO energy is -0.4753 Eh. The HOMO-LUMO gap comes out at 6.143 eV.

Entry 7:
This record from OMol25 describes C20H22N5O2RuSSe4SiTe as an isolated structure. The level of theory is ωB97M-V with the def2-TZVPD basis set.

```
57
C20H22N5O2RuSSe4SiTe ωB97M-V with the def2-TZVPD basis set
Te -1.8264 0.7847 -3.3501
Ru 0.0765 0.4135 0.1659
Se -0.4519 -1.5422 -3.1602
Se -0.5551 -0.5353 2.2764
Se -0.4070 1.8718 -1.8211
Se 0.3807 -1.6053 -1.0116
S 3.5016 -0.0189 0.6785
Si -5.0657 -0.2675 0.5585
O 4.1604 0.4888 1.8504
O 3.1349 -1.4071 0.4870
N 2.0463 0.8498 0.3802
N 0.5626 2.2076 1.0743
N -1.0454 -5.2375 1.2855
N 2.8024 3.0657 0.9598
N 6.3988 1.2984 -4.2287
C -0.6326 -2.5864 2.1536
C 3.9167 -0.1304 -1.9941
C 6.0967 1.5897 -1.8405
C 5.6624 1.0411 -3.1079
C 4.3467 0.3391 -0.7737
C -3.2514 -0.3443 1.0512
C 2.2640 4.2386 1.2828
C -0.0075 3.3917 1.3780
C 4.5758 0.1490 -3.1514
C -2.0019 -4.4977 1.9053
C -6.2000 -1.5305 1.4111
C 0.1526 -4.6465 1.1787
C -1.8695 -3.1607 2.3459
C 1.9060 2.1053 0.8047
C 0.4253 -3.3386 1.6185
C 5.4207 1.2166 -0.6757
C 0.8793 4.4773 1.4595
C -5.9004 1.4253 1.0169
C -2.0207 -0.1457 1.0426
C -5.5630 -0.8232 -1.2272
H -6.1234 -1.7482 -1.2146
H 3.0017 5.0014 1.3227
H 6.9459 2.2164 -4.2395
H -7.2838 -1.2819 1.1443
H 6.0935 0.9312 -5.1215
H -1.0482 3.4484 1.4475
H -6.1016 -1.6715 2.4849
H -6.1786 0.0156 -1.6943
H -6.2378 1.8504 0.0238
H 0.8711 -5.3324 0.7541
H -6.6412 1.2980 1.8243
H -2.9264 -5.0442 2.1225
H -2.6972 -2.5799 2.7004
H 5.8316 1.6442 0.2413
H 1.4240 -2.9059 1.5347
H 2.9897 -0.7565 -2.0006
H 0.4897 5.3860 1.9179
H -4.6364 -0.9502 -1.7940
H 4.3413 -0.3567 -4.0719
H -5.9656 -2.5180 0.9169
H -5.1335 2.1033 1.3842
H 7.0733 2.1138 -1.7060
```

As for the total charge: -2. The expectation value of S² is 8.811. The value obtained for the HOMO energy (spin up / spin down) is 0.0429 / -0.0427 Eh. The spin multiplicity is 6. The HOMO-LUMO gap (spin up / spin down) comes out at 3.143 / 5.173 eV.

Entry 8:
This record from OMol25 describes a 7-piece molecular cluster, C48H63N3O4P overall. The level of theory is ωB97M-V with the def2-TZVPD basis set.

```
119
C48H63N3O4P ωB97M-V with the def2-TZVPD basis set
P -3.9597 0.9122 -2.6281
O -0.0473 -0.2253 -2.2389
O -1.9244 1.7503 -5.5809
O -3.0404 1.7698 -1.5670
O -1.4212 -0.1093 -6.7248
N -2.6166 0.0075 -3.4206
N -2.6743 -2.1746 -2.5694
N -1.1969 -0.7254 -1.6092
C -4.3455 -8.3931 0.5504
C -7.5049 -0.6439 0.2079
C -3.8080 -7.1661 0.9131
C 7.3695 1.2079 2.1904
C -4.3625 2.1846 -3.8399
C -5.2971 -8.4655 -0.4585
C -6.5054 -1.5882 0.0198
C 2.8389 6.0705 5.1544
C 3.5307 4.9133 4.8236
C 1.7317 2.6480 -1.2154
C -0.9006 -4.4083 2.3101
C 2.9347 7.1944 4.3447
C -6.3849 -2.6627 0.8902
C 6.1714 -0.6991 1.3535
C 7.9844 3.7802 -1.6766
C 6.9182 3.4038 -2.4813
C 7.6827 0.5043 3.3455
C 4.4126 6.0047 2.8710
C -2.8557 -4.7302 3.6748
C 1.9138 2.0946 0.2108
C -1.5118 -3.3232 1.6958
C -2.7982 -2.9485 2.0652
C 5.4281 3.6269 -0.6080
C -7.2667 -2.7971 1.9533
C -5.7155 -7.3114 -1.1058
C -5.1809 -6.0828 -0.7414
C 0.9988 0.9153 0.5523
C -2.1810 -0.9745 -2.5698
C 0.0123 1.2173 -2.4213
C 1.9541 2.2407 -3.7005
C -2.0054 0.5731 -5.7335
C 1.6693 3.2157 1.2227
C -8.2641 -1.8507 2.1454
C 7.7729 4.0798 -0.3374
C -8.3842 -0.7765 1.2738
C -4.2270 -6.0124 0.2651
C 6.4943 4.0023 0.1954
C 5.6388 3.3271 -1.9468
C -2.8070 -0.3653 -4.8335
C 4.3183 4.8807 3.6809
C 6.6164 0.6062 1.1912
C 7.2390 -0.8014 3.5052
C -2.2190 -3.2674 -1.6951
C 1.4857 1.6362 -2.3525
C 6.4812 -1.4025 2.5097
C 3.7230 7.1629 3.2025
C -1.5745 -5.1119 3.2984
C -3.4696 -3.6483 3.0591
H -7.1794 -3.6391 2.6281
H 0.6213 3.5301 1.1609
H -9.1665 -0.0442 1.4246
H -7.6020 0.1913 -0.4746
H 7.7156 2.2258 2.0673
H 2.9505 1.7556 0.3220
H 1.8463 2.8707 2.2426
H -0.4427 1.4811 -3.3764
H 4.8082 3.0315 -2.5765
H 8.6060 4.3693 0.2904
H -1.2103 -3.5665 -1.9731
H 0.9306 3.3982 -1.2165
H 2.2294 6.0991 6.0485
H 4.4349 3.5664 -0.1823
H -1.0966 -5.9529 3.7838
H -0.7066 0.4270 -7.1039
H -3.4513 -2.3710 -3.1880
H -4.0246 -9.2947 1.0557
H -1.4866 -0.1059 -0.8514
H 6.3240 4.2312 1.2399
H 5.0346 5.9813 1.9847
H 3.4597 4.0390 5.4580
H 7.4859 -1.3510 4.4043
H -0.0449 1.1740 0.3329
H 2.0847 0.7409 -2.1654
H 2.3980 8.0970 4.6071
H -4.7004 1.7753 -4.7926
H -5.8084 -1.4881 -0.8055
H -3.8612 -0.3484 -5.1296
H -2.2592 -2.9630 -0.6553
H 1.1878 2.1687 -4.4749
H -4.4676 -3.3482 3.3520
H 6.1351 -2.4208 2.6342
H -3.8106 -5.0544 0.5607
H -2.4330 -1.3745 -5.0030
H -5.5199 -5.1792 -1.2363
H 2.2858 4.0950 1.0230
H 2.8391 1.7265 -4.0792
H 4.8632 3.9795 3.4238
H 8.9815 3.8393 -2.0930
H -5.6054 -3.3991 0.7334
H 8.2732 0.9735 4.1220
H -3.5474 1.9916 -0.7730
H -3.2792 -2.1009 1.5883
H -3.3754 -5.2756 4.4516
H 6.3776 1.1548 0.2887
H -0.9742 -2.7664 0.9365
H -3.0661 -7.1050 1.6990
H 3.8003 8.0393 2.5720
H 0.1015 -4.7008 2.0243
H 1.2483 0.0076 0.0014
H -6.4609 -7.3694 -1.8884
H 7.0846 3.1719 -3.5254
H -3.5360 2.8729 -4.0052
H -8.9522 -1.9518 2.9744
H -2.8921 -4.1106 -1.8379
H 1.0421 0.7031 1.6223
H 2.6480 3.1845 -1.4683
H 2.2085 3.2972 -3.5994
H -5.7162 -9.4232 -0.7381
H 5.5852 -1.1710 0.5745
H -5.2043 2.7225 -3.3930
H -0.5814 1.6981 -1.6464
```

As for the total charge: +1. The value obtained for the HOMO energy is -0.3899 Eh. The HOMO-LUMO gap comes out at 6.889 eV.

What are the DFT total energy values for these records? In order: -18190.015; -94572.714; -75653.070; -327641.663; -9843.577; -1721014.681; -322612.630; -72739.815 eV.
What are the F_max values for these records? In order: 7.5; 2.4; 3.3; 0.9; 0.4; 0.8; 4.2; 0.6 eV/A.